Density functional theory data (ωB97M-V/def2-TZVPD) for a molecular structure, C36H40P2Ti at a distorted geometry.

As for the spin multiplicity: 3. As for the LUMO energy (spin up / spin down): 0.2 / 0.1 eV. The calculation puts the frontier orbital gap (spin up / spin down) at 4.91 / 6.09 eV.

Structure (XYZ):
```
79
Properties=species:S:1:pos:R:3:mulliken_charge:R:1
Ti -0.2073 0.7263 1.0644 -1.4626
C -1.6572 0.7652 -2.5312 -0.0657
C -1.8490 -0.5408 -2.3321 -0.3824
C -1.3239 -1.6686 -3.1623 -0.7760
C -0.0388 -1.3698 -3.9645 -1.3546
C 0.9811 -0.7253 -3.1009 -0.3700
C 1.2925 0.5812 -3.0494 -0.3614
C 0.4693 1.7279 -3.5334 -0.6198
C -1.0276 1.4391 -3.7223 -1.4958
C 0.8739 -0.4539 2.7733 -1.0853
H -2.1661 1.4731 -1.8772 0.3762
H -2.5797 -0.8680 -1.5842 1.0447
H -2.1151 -2.0089 -3.8516 0.4720
H -1.1133 -2.5280 -2.5012 0.1571
H 0.3631 -2.3427 -4.2735 0.4992
H -0.2579 -0.8150 -4.8792 0.3949
H 1.5757 -1.4454 -2.5348 0.3244
H 2.3056 0.8776 -2.7593 0.9612
H 0.8956 2.1176 -4.4702 0.4099
H 0.5581 2.5479 -2.8067 0.1895
H -1.5214 2.4208 -3.7976 0.5041
H -1.2358 0.9022 -4.6637 0.3996
H 0.9070 0.1542 3.6844 0.4481
H 1.6350 -1.2509 2.7976 0.7497
H -0.1116 -1.0105 2.7236 0.1782
P -1.7129 -1.0579 0.8256 1.0365
P 2.1494 0.2012 1.1693 0.3249
C -0.1345 -1.3644 0.0351 0.6346
C 0.9720 -0.4210 -0.1070 1.0335
C -2.7445 -2.4634 1.0597 -0.0505
C -2.9485 -3.3396 -0.0199 0.0087
C -3.6827 -4.5019 0.1777 -0.7821
C -4.2301 -4.7813 1.4343 -0.4577
C -4.0479 -3.8901 2.5014 -0.7390
C -3.3088 -2.7270 2.3243 -0.1604
C -2.7389 0.4674 0.4397 0.7562
C -2.1424 1.7685 0.3316 -0.9115
C -2.9278 2.9155 0.2449 -0.0591
C -4.3111 2.8190 0.1403 -0.6908
C -4.9141 1.5515 0.1727 -0.7217
C -4.1547 0.3889 0.3452 -0.7038
C 3.6489 -0.7648 1.3475 0.7689
C 3.4923 -2.1539 1.5016 -0.3064
C 4.6056 -2.9594 1.7216 -0.8056
C 5.8703 -2.3632 1.7797 -0.4679
C 6.0529 -1.0027 1.4925 -0.7250
C 4.9351 -0.1910 1.2881 -0.3644
C 2.6049 1.9650 0.8512 0.3938
C 2.6143 2.9326 1.8753 -0.5980
C 2.8155 4.2690 1.5434 -0.7538
C 3.0178 4.6457 0.2158 -0.4717
C 3.0740 3.6738 -0.8023 -0.6099
C 2.9033 2.3331 -0.4697 -0.0802
H 0.0837 -2.3913 -0.2637 0.6423
H 1.1997 0.0650 -1.0357 -1.8895
H -2.5363 -3.0991 -1.0027 0.0359
H -3.8221 -5.1991 -0.6522 0.4175
H -4.7888 -5.7100 1.5922 0.3646
H -4.4713 -4.1182 3.4813 0.3844
H -3.1636 -2.0145 3.1375 0.4824
H -1.0261 2.0360 0.2554 0.7136
H -2.3899 3.8694 0.2254 0.4335
H -4.9061 3.7257 0.0200 0.3845
H -6.0024 1.4720 0.0946 0.3924
H -4.6522 -0.5879 0.4328 0.4131
H 2.4995 -2.5945 1.4124 0.3060
H 4.4778 -4.0394 1.8474 0.3878
H 6.7365 -2.9817 2.0226 0.3509
H 7.0548 -0.5750 1.4153 0.3926
H 5.0369 0.8698 1.0645 0.3416
H 2.4428 2.6322 2.9036 0.4893
H 2.7972 5.0437 2.3185 0.3869
H 3.1167 5.7053 -0.0631 0.3587
H 3.2519 3.9485 -1.8407 0.4122
H 2.9741 1.5553 -1.2259 0.4349
C -0.7561 1.7353 2.9849 -1.3788
H -1.2404 1.2545 3.8295 0.3211
H -1.4669 2.4859 2.6553 0.4318
H 0.1416 2.2569 3.3227 0.3577
```



Density functional theory data (ωB97M-V/def2-TZVPD) for a molecular structure, C36H41AsBrN4O3PSTi at a distorted geometry.

The value obtained for the energy above the lowest of the compared OMol25 structures with the same formula, charge and spin is 0.0 kJ/mol. As for the LUMO energy: -6.6 eV. The calculation puts the frontier orbital gap at 7.03 eV. The net charge is +2.

Structure (XYZ):
```
89
Properties=species:S:1:pos:R:3:mulliken_charge:R:1
Ti -0.5531 0.3736 0.4441 0.2981
Br 1.5788 -0.5204 -2.1246 0.0572
C 2.4017 -0.0797 -0.4894 0.2160
C 3.7483 -0.2718 -0.2461 -0.8461
C 4.2324 0.0424 1.0160 -0.4948
C 3.3777 0.5283 1.9997 -0.9873
C 2.0623 0.7036 1.6639 0.9672
N 1.5873 0.4191 0.4348 1.0236
C 1.0051 1.1899 2.6169 0.0664
O 1.2180 1.5649 3.7166 -0.5217
O -0.2364 1.1408 2.0272 -0.7674
H 4.3927 -0.6638 -1.0203 0.5666
H 5.2827 -0.1021 1.2346 0.4893
H 3.7154 0.7671 2.9997 0.6295
S -2.7415 0.6861 -0.1751 -0.3515
C -3.1367 2.4206 -0.0952 1.0703
C -4.4519 2.7938 0.1401 -0.7752
C -4.7694 4.1441 0.2090 -0.8057
C -3.7846 5.1077 0.0396 -0.7592
C -2.4724 4.7287 -0.2097 -0.6622
C -2.1517 3.3830 -0.2920 -0.3602
As -0.3713 2.7115 -0.6039 2.5430
C 0.7258 4.1968 -0.0908 0.2463
C 0.9206 5.2443 -0.9828 -0.3661
C 1.5818 6.3844 -0.5495 -0.8133
C 2.0374 6.4767 0.7602 -0.5436
C 1.8289 5.4317 1.6491 -0.8573
C 1.1673 4.2884 1.2252 -0.6845
C -0.1887 2.5802 -2.5184 0.4422
C 1.0680 2.7431 -3.0966 -0.2275
C 1.2324 2.5234 -4.4569 -0.8580
C 0.1493 2.1256 -5.2319 -0.6338
C -1.1006 1.9556 -4.6503 -0.8232
C -1.2720 2.1799 -3.2904 -0.5126
H -5.2175 2.0395 0.2757 0.5605
H -5.7921 4.4413 0.4053 0.4193
H -4.0358 6.1585 0.1049 0.4369
H -1.7080 5.4831 -0.3387 0.5227
H 0.5586 5.1845 -1.9985 0.5273
H 1.7355 7.2062 -1.2377 0.4399
H 2.5498 7.3711 1.0908 0.4206
H 2.1705 5.5081 2.6739 0.4650
H 0.9827 3.4930 1.9329 0.4614
H 1.9123 3.0497 -2.4951 0.5227
H 2.2048 2.6638 -4.9133 0.4413
H 0.2771 1.9606 -6.2950 0.4407
H -1.9469 1.6614 -5.2596 0.4783
H -2.2502 2.0627 -2.8422 0.4630
O -0.3776 -1.4474 0.2886 0.0900
P -1.3413 -2.7073 0.3882 -2.8619
N -1.9040 -2.7920 1.8976 0.7869
C -2.5612 -4.0414 2.4066 -0.4916
C -3.6921 -3.5187 3.2771 -0.8233
C -3.0931 -2.2468 3.8773 -0.6777
C -2.3453 -1.6209 2.7015 0.0368
N -2.4537 -2.4931 -0.7639 1.2661
C -2.1781 -2.0007 -2.1391 -0.0287
C -3.5770 -1.8738 -2.7246 -0.6133
C -4.3222 -3.0718 -2.1286 -0.8675
C -3.7567 -3.2118 -0.7100 -0.1710
N -0.5635 -4.0989 0.1707 0.6807
C 0.4781 -4.5724 1.1294 -0.4669
C 1.4049 -5.4285 0.2690 -0.7118
C 0.4887 -5.9469 -0.8406 -0.7410
C -0.3856 -4.7410 -1.1590 -0.3678
H -1.8492 -4.6052 3.0087 0.3904
H -2.8937 -4.6793 1.5931 0.3624
H -3.9781 -4.2459 4.0343 0.4424
H -4.5723 -3.2875 2.6735 0.2623
H -2.3971 -2.5037 4.6789 0.3514
H -3.8368 -1.5633 4.2811 0.4232
H -1.4916 -1.0350 3.0327 -0.2552
H -3.0159 -0.9835 2.1276 0.1855
H -1.5886 -2.7189 -2.7111 0.4222
H -1.6445 -1.0537 -2.1168 -0.4008
H -3.5594 -1.8875 -3.8136 0.4836
H -4.0336 -0.9379 -2.3955 0.1122
H -4.1204 -3.9728 -2.7088 0.3201
H -5.3995 -2.9236 -2.1080 0.4550
H -3.6265 -4.2599 -0.4378 0.2358
H -4.3996 -2.7405 0.0340 0.1744
H 0.0127 -5.1673 1.9132 0.2670
H 0.9916 -3.7351 1.6001 0.3088
H 1.8590 -6.2285 0.8491 0.4088
H 2.2055 -4.8205 -0.1564 0.2783
H -0.1245 -6.7724 -0.4748 0.3357
H 1.0342 -6.2893 -1.7177 0.3940
H -1.3498 -5.0151 -1.5854 0.1841
H 0.1302 -4.0743 -1.8548 0.2564
```



Density functional theory data (ωB97M-V/def2-TZVPD) for a molecular structure, C36H41N8O5S2Yb at a distorted geometry.

The value obtained for the energy above the lowest of the compared OMol25 structures with the same formula, charge and spin is 0.0 kJ/mol. As for the spin multiplicity: 2. As for the LUMO energy (spin up / spin down): -0.3 / -0.3 eV. The calculation puts the frontier orbital gap (spin up / spin down) at 6.69 / 6.69 eV.

Structure (XYZ):
```
93
Properties=species:S:1:pos:R:3:mulliken_charge:R:1
Yb -0.1814 -0.1581 -0.4160 0.4899
O 3.2542 -3.1632 -0.9023 -0.4967
C 2.4697 -2.1034 -0.7567 0.2299
O 1.2661 -2.1455 -0.8767 -0.4093
C 3.2177 -0.8472 -0.4254 -0.7256
O 2.2441 0.1592 -0.3682 0.4996
C 2.7255 1.4396 0.0437 -0.2516
C 1.5551 2.2440 0.5723 0.4847
O 1.7899 3.2973 1.1429 -0.8869
O 0.3932 1.7206 0.3854 -0.8595
H 2.6775 -3.9239 -1.0851 0.4293
H 3.9623 -0.6491 -1.2053 0.4002
H 3.7278 -0.9630 0.5386 0.5728
H 3.1806 1.9467 -0.8121 0.1374
H 3.4459 1.3132 0.8540 0.6986
C 2.3115 -1.3914 -5.4013 -1.4652
C 2.5503 -1.0371 -3.9334 -0.5658
C 2.6157 0.4527 -3.6941 0.7697
C 3.7776 1.1301 -4.0537 -0.6876
C 3.8838 2.5022 -3.9026 -1.2104
C 2.8079 3.2116 -3.3958 -0.5672
C 1.6342 2.5708 -3.0123 0.5690
C 0.4788 3.3938 -2.5121 0.3090
C -0.4759 3.7850 -3.6394 -1.2889
C 1.5475 1.1826 -3.1572 -0.7088
N 0.3985 0.4759 -2.6913 1.7939
C -0.4161 -0.0258 -3.5732 0.0298
C -1.4388 -0.9287 -3.2160 -0.6826
C -2.3636 -1.5904 -4.0299 -1.1295
C -3.0752 -2.4385 -3.1842 -0.9367
C -2.5465 -2.2447 -1.9015 -0.6496
N -1.5576 -1.3409 -1.9063 0.5836
H 2.2886 -2.4718 -5.5431 0.4422
H 3.0981 -0.9800 -6.0350 0.3762
H 1.3621 -0.9862 -5.7540 0.2711
H 3.5010 -1.4806 -3.6200 0.6179
H 1.7656 -1.4887 -3.3276 -0.0894
H 4.6076 0.5634 -4.4608 0.4804
H 4.7945 3.0141 -4.1829 0.4162
H 2.8745 4.2868 -3.2792 0.4764
H 0.8704 4.2892 -2.0251 0.7120
H -0.0631 2.8441 -1.7432 -0.9602
H 0.0571 4.2867 -4.4486 0.3552
H -1.2499 4.4622 -3.2781 0.3830
H -0.9675 2.9053 -4.0592 0.2356
H -0.2953 0.2232 -4.6302 0.5675
H -2.4832 -1.4616 -5.0938 0.5345
H -3.8706 -3.1144 -3.4488 0.4673
H -2.8530 -2.7238 -0.9822 0.5413
S -0.5084 -1.6094 1.7594 -0.6489
C -2.2565 -1.6479 1.6892 0.2117
N -3.0118 -2.4852 2.3313 -0.4102
N -2.3994 -3.3905 3.0680 0.2556
C -3.1232 -4.3296 3.8041 0.5717
C -4.5010 -4.4598 3.6761 -0.3276
C -5.1622 -5.4134 4.4336 -0.4860
C -4.4705 -6.2431 5.3063 -0.5572
C -3.0938 -6.1072 5.4207 -0.4590
C -2.4193 -5.1524 4.6791 -0.5434
N -3.0728 -0.7707 0.9660 -0.5881
N -2.5067 0.1183 0.3031 0.6605
C -3.4018 0.9325 -0.4671 0.0506
C -2.8508 2.0628 -1.0480 -0.0420
C -3.6358 2.8844 -1.8441 -0.6235
C -4.9694 2.5697 -2.0521 -0.5782
C -5.5156 1.4365 -1.4581 -0.6385
C -4.7388 0.6127 -0.6634 -0.4036
H -1.3828 -3.3990 3.0856 0.1795
H -5.0345 -3.8139 2.9947 0.4120
H -6.2353 -5.5120 4.3347 0.3427
H -4.9977 -6.9846 5.8901 0.3685
H -2.5385 -6.7434 6.0976 0.3438
H -1.3464 -5.0392 4.7760 0.3443
H -1.8207 2.3264 -0.8370 0.5492
H -3.2072 3.7694 -2.2920 0.3347
H -5.5855 3.2055 -2.6737 0.4038
H -6.5562 1.1889 -1.6210 0.3981
H -5.1471 -0.2773 -0.2071 0.4396
S 2.6337 -0.1671 3.0680 -0.5587
C 2.7572 1.1012 4.1829 0.4151
N 2.3229 2.3380 3.9098 0.1067
C 2.5236 3.4915 4.7750 -0.6477
C 3.7191 3.2497 5.6787 -0.6033
C 3.5137 1.9265 6.3952 -0.6143
N 3.2736 0.8872 5.4080 -0.1344
H 2.0278 2.5130 2.9564 0.0091
H 1.6263 3.6680 5.3759 0.3071
H 2.6686 4.3622 4.1369 0.3260
H 3.8347 4.0623 6.3948 0.3467
H 4.6265 3.1942 5.0725 0.3067
H 2.6643 2.0024 7.0821 0.2655
H 4.3881 1.6480 6.9830 0.3778
H 3.6121 -0.0480 5.5560 0.2352
```